The following is a DFT calculation (ωB97M-V with the def2-TZVPD basis set) of a molecular structure, C23H28Br2InN4O4S5.

Geometry as XYZ:
```
67
Properties=species:S:1:pos:R:3
In 0.0827 -1.0338 -0.3457
C 3.1133 0.0031 1.3567
C 2.3639 -0.6258 2.5283
S 0.5649 -0.7518 2.2973
C 0.2207 -2.4824 2.7216
C 1.0240 -3.5685 2.0099
S 0.9215 -3.5552 0.1911
C 2.6471 -3.5675 -0.3406
C 3.5153 -2.3900 0.0677
S 2.8444 -0.7272 -0.2820
H 2.8640 1.0539 1.2337
H 4.1855 -0.0380 1.5525
H 2.7366 -1.6187 2.7703
H 2.5394 0.0011 3.4023
H 0.3535 -2.5930 3.7978
H -0.8404 -2.5892 2.4973
H 2.0793 -3.5386 2.2779
H 0.6386 -4.5341 2.3344
H 3.1071 -4.4925 0.0076
H 2.5857 -3.6417 -1.4286
H 3.7651 -2.4449 1.1254
H 4.4547 -2.4579 -0.4813
Br -3.9034 -4.0214 0.4540
C -3.9468 -2.1448 0.2693
C -5.1902 -1.4929 0.2100
C -5.2460 -0.1406 0.0618
Br -6.9297 0.7050 -0.0025
C -4.0521 0.6225 -0.0445
C -4.0374 2.0260 -0.2078
C -2.8452 2.6770 -0.3161
C -1.6568 1.9375 -0.2765
N -1.6148 0.6257 -0.1107
C -2.8085 -0.0464 0.0152
C -2.7538 -1.4653 0.1945
O -1.5902 -2.0885 0.2814
H -6.0985 -2.0743 0.2901
H -4.9728 2.5666 -0.2456
H -2.7876 3.7495 -0.4370
H -0.7228 2.4680 -0.3886
C -1.9027 -4.8047 -2.7851
N -1.0019 -3.6567 -2.7500
C -1.3974 -2.4036 -2.8100
N -2.6818 -2.1086 -2.9070
S -0.2372 -1.0906 -2.8184
H -1.3062 -5.7078 -2.8643
H -2.5535 -4.7517 -3.6592
H -2.4979 -4.8476 -1.8716
H -0.0066 -3.8088 -2.7597
H -3.4008 -2.8163 -2.9034
H -2.9638 -1.1423 -2.9314
N 1.3717 1.6973 -0.4730
C 1.7523 3.0569 -0.2225
C 2.1641 3.8890 -1.2526
C 2.5149 5.1994 -0.9548
C 2.4546 5.6684 0.3488
C 2.0531 4.8232 1.3714
C 1.7004 3.5127 1.0913
S 2.7547 7.4112 0.7110
O 1.4190 7.9717 0.6592
O 3.3514 7.3589 2.0329
O 3.6420 7.8155 -0.3623
H 1.0567 1.5244 -1.4191
H 0.6911 1.4229 0.2214
H 2.2060 3.5222 -2.2738
H 2.8365 5.8849 -1.7299
H 2.0130 5.2149 2.3812
H 1.3581 2.8545 1.8896
```

Results
HOMO level   -8.70 eV
Kohn-Sham gap   4.33 eV
Charge   +1

Atomic partial charges in e from the Mulliken method, atoms 1 to 5: 0.685 -0.504 -0.873 -0.007 -0.718

---

The following is a DFT calculation (ωB97M-V with the def2-TZVPD basis set) of 4 unconnected molecules or ions with the total composition C2H12O3S2 at a distorted geometry.

Geometry as XYZ:
```
19
Properties=species:S:1:pos:R:3
C 1.0006 -0.7996 2.7161
C -0.5126 -0.2718 2.8861
S -0.8569 1.5595 2.4454
S -1.3168 0.9121 0.4529
H 1.1731 -1.9364 2.4680
H 1.4294 -0.2627 1.8166
H 1.7568 -0.6065 3.5707
H -1.2329 -1.0115 2.3491
H -0.7595 -0.3382 3.9168
H -0.1976 0.9434 -0.3811
H 1.1575 0.3122 -5.0615
H 0.1119 -0.1254 -4.0091
O 0.2448 -0.0827 -5.0035
H 0.7903 -0.2515 -1.1799
H 2.1850 -0.0749 -1.1535
O 1.4527 0.2814 -1.6416
H 1.2363 -2.2345 -2.9281
H 1.4434 -3.6604 -3.6548
O 1.1472 -3.1825 -2.8223
```

Results
HOMO level   -9.49 eV
Kohn-Sham gap   9.37 eV
Relative energy (zero: lowest compared OMol25 entry of this formula, charge and spin)   195.54 kJ/mol

Atomic partial charges in e from the Mulliken method, atoms 1 to 5: -0.633 -0.588 -0.049 -0.239 0.280

---

The following is a DFT calculation (ωB97M-V with the def2-TZVPD basis set) of 2 unconnected molecules or ions with the total composition CH5OS at a distorted geometry.

Geometry as XYZ:
```
8
Properties=species:S:1:pos:R:3
S 0.3342 -2.0762 -1.4369
H 0.0503 -1.4610 -2.5970
C -0.3048 0.6728 0.9267
O 0.8982 0.7858 0.1876
H -1.0768 0.2375 0.2972
H -0.1413 0.1414 1.8611
H -0.6509 1.6825 1.1801
H 0.8910 0.0171 -0.4190
```

Results
HOMO level   -2.84 eV
Kohn-Sham gap   7.14 eV
Charge   -1
Relative energy (zero: lowest compared OMol25 entry of this formula, charge and spin)   12.16 kJ/mol

Atomic partial charges in e from the Mulliken method, atoms 1 to 5: -0.873 -0.026 -0.499 -0.469 0.244

---

The following is a DFT calculation (ωB97M-V with the def2-TZVPD basis set) of a molecular structure, C5H7IN2S at a distorted geometry.

Geometry as XYZ:
```
16
Properties=species:S:1:pos:R:3
C -1.3706 0.8889 -1.1782
C -2.4767 1.0810 0.9901
C -0.5520 1.1013 -0.0313
C 2.0600 -1.8894 0.1220
C 0.7591 1.4548 -0.0990
N -1.2381 1.1973 1.1314
N 0.9758 -1.2654 0.6989
S -3.0518 0.8437 -0.6628
I -0.7753 -1.9231 0.1319
H -1.0855 0.9405 -2.1740
H -3.2065 0.9632 1.8707
H 2.1783 -1.9312 -1.0574
H 3.0458 -1.6179 0.3789
H 2.1340 -3.0346 0.2917
H 1.2272 1.2206 -1.0802
H 1.3763 1.9702 0.6672
```

Results
HOMO level (spin up / spin down)   -7.05 / -9.01 eV
Kohn-Sham gap (spin up / spin down)   7.39 / 7.76 eV
Relative energy (zero: lowest compared OMol25 entry of this formula, charge and spin)   54.02 kJ/mol
Spin multiplicity   3

Atomic partial charges in e from the Mulliken method, atoms 1 to 5: -0.280 0.106 0.279 -0.725 -0.877